#w
DFT (ωB97M-V/def2-TZVPD) results for an isolated molecule of C3H5NS.

The geometry in XYZ format:
```
10
Properties=species:S:1:pos:R:3:lowdin_charge:R:1
C -1.19256 1.53875 0.14689 -0.006
N -0.01574 1.28464 -0.03586 -0.027
C 0.82332 0.40137 -0.57893 -0.913
C 0.97979 -0.81707 0.22518 -0.082
S 1.61154 0.89186 -1.93698 0.631
H -1.42464 2.27284 0.81793 0.048
H -2.07585 1.23080 -0.49570 0.115
H 1.97173 -1.17627 0.23973 0.068
H 0.61315 -0.63846 1.28371 0.115
H 0.37860 -1.48072 -0.25276 0.050
```

## Properties
Highest occupied orbital energy ... -0.307 hartree
Multiplicity ... 1
Structure (SMILES) ... C=NC(C)=S

=====

#x
DFT (ωB97M-V/def2-TZVPD) results for an isolated molecule of C3H5NS.

The geometry in XYZ format:
```
10
Properties=species:S:1:pos:R:3:lowdin_charge:R:1
C 0.60063 -0.54766 1.10748 -0.225
N -0.57033 -1.02872 1.64724 -0.380
S -1.82567 -0.36057 0.77209 0.736
C -0.85641 0.50746 -0.71856 -0.439
C 0.58637 0.12205 -0.39902 -0.324
H 1.52717 -1.18500 1.51145 0.123
H -1.04142 0.26394 -2.01333 0.161
H -0.76547 1.77632 -0.35787 0.139
H 1.06838 -0.60152 -1.12292 0.100
H 1.27675 1.05369 -0.42655 0.109
```

## Properties
Highest occupied orbital energy ... -0.307 hartree
Multiplicity ... 1
Structure (SMILES) ... C1=NSCC1

=====

#y
DFT (ωB97M-V/def2-TZVPD) results for an isolated molecule of C3H5NS.

The geometry in XYZ format:
```
10
Properties=species:S:1:pos:R:3:lowdin_charge:R:1
C -2.12453 -0.09073 0.04243 -0.794
C 0.05625 -1.14123 0.07203 0.041
C 0.14741 0.37419 -0.15000 -0.288
N -1.20117 0.84166 0.16455 -0.134
S -3.67484 -0.19079 -0.02684 0.692
H 0.20605 -1.54802 1.01221 0.017
H 0.33124 -1.71913 -0.79807 0.043
H 0.82749 1.22982 0.37627 0.143
H 0.31199 0.54343 -1.24591 0.100
H -1.42967 1.88964 0.39343 0.181
```

## Properties
Highest occupied orbital energy (alpha / beta) ... -0.306 / -0.280 hartree
Multiplicity ... 1

=====

#z
DFT (ωB97M-V/def2-TZVPD) results for an isolated molecule of C3H5NS.

The geometry in XYZ format:
```
10
Properties=species:S:1:pos:R:3:lowdin_charge:R:1
S -2.77089 -0.19936 -0.00257 0.614
C -1.18804 0.02360 -0.03432 -0.881
C 0.32183 -1.01188 -0.04588 -0.064
C 0.96226 0.36036 -0.02005 -0.179
N -0.36940 1.05334 -0.07090 -0.026
H 0.52906 -1.54118 0.81893 0.048
H 0.19176 -1.64648 -0.98379 0.114
H 1.47321 0.48486 1.03913 0.151
H 1.58479 0.44618 -0.80966 0.059
H -0.73458 2.03056 0.10911 0.164
```

## Properties
Highest occupied orbital energy ... -0.302 hartree
Multiplicity ... 1
Structure (SMILES) ... S=C1CCN1

=====

#w has the most favorable energy; the next structure is 31.0 kJ/mol above.

=====

#w
DFT (ωB97M-V/def2-TZVPD) results for a cluster of 2 separate species, CH5NO3 in total.

The geometry in XYZ format:
```
10
Properties=species:S:1:pos:R:3:lowdin_charge:R:1
N -0.39476 0.20944 -1.01729 0.185
C -0.92215 -0.07551 0.19615 -0.606
O -0.28433 -0.32506 1.20919 0.053
O -2.29786 0.04983 0.18893 0.109
H -1.03878 0.53784 -1.73686 0.123
H 0.59037 0.26955 -1.18462 0.082
H -2.50192 -0.13895 1.06795 0.075
O 2.24034 0.03586 0.10346 0.007
H 2.97594 -0.45584 0.45408 0.052
H 1.63313 -0.10716 0.71900 -0.080
```

## Properties
Highest occupied orbital energy ... -0.392 hartree
Multiplicity ... 1
Structure (SMILES) ... NC(=O)O.O

=====

#x
DFT (ωB97M-V/def2-TZVPD) results for a cluster of 2 separate species, CH5NO3 in total.

The geometry in XYZ format:
```
10
Properties=species:S:1:pos:R:3:lowdin_charge:R:1
N 1.10595 1.39684 0.43839 0.141
C 0.95815 0.02723 0.73667 -0.634
O 1.39957 -0.95848 0.18019 0.071
O -0.17702 -0.01824 1.47913 0.022
H 0.37773 2.02468 0.87293 0.129
H 1.55426 1.69973 -0.40086 0.088
H -0.72224 -0.51841 0.79585 0.113
O -1.24572 -0.88001 -1.28439 -0.051
H -2.19034 -0.97874 -1.19306 0.037
H -1.06034 -1.79460 -1.62485 0.084
```

## Properties
Highest occupied orbital energy ... -0.375 hartree
Multiplicity ... 1
Structure (SMILES) ... NC(=O)O.O

=====

#w has the most favorable energy; the next structure is 77.4 kJ/mol above.

=====

#w
DFT (ωB97M-V/def2-TZVPD) results for an isolated molecule of C5H9NO.

The geometry in XYZ format:
```
16
Properties=species:S:1:pos:R:3:lowdin_charge:R:1
C 2.84674 0.66317 -0.11027 -0.087
N 2.36873 -0.48983 -0.13128 -0.034
C 0.93554 -0.89352 -0.24691 -0.215
C -0.05552 0.24111 -0.07192 -0.141
C -1.43857 -0.39805 -0.31734 -0.455
C -2.53273 0.15973 0.55894 -0.021
O -1.66096 -1.18578 -1.20131 0.088
H 2.29834 1.60128 0.02805 0.067
H 3.91771 0.76646 -0.24293 0.060
H 0.83135 -1.36717 -1.22670 0.120
H 0.80671 -1.66401 0.51888 0.121
H -0.00221 0.67707 0.92560 0.116
H 0.08500 1.00938 -0.83610 0.126
H -3.49679 -0.25562 0.27562 0.081
H -2.34015 -0.10872 1.59640 0.086
H -2.56317 1.24450 0.48125 0.087
```

## Properties
Highest occupied orbital energy ... -0.333 hartree
Multiplicity ... 1
Structure (SMILES) ... C=NCCC(C)=O

=====

#x
DFT (ωB97M-V/def2-TZVPD) results for an isolated molecule of C5H9NO.

The geometry in XYZ format:
```
16
Properties=species:S:1:pos:R:3:lowdin_charge:R:1
C 2.02099 -0.73353 -0.76006 -0.013
C 1.60650 0.47725 0.04300 -0.400
O 2.38768 1.34919 0.36232 0.076
C 0.17555 0.55647 0.49912 -0.204
C -0.55808 -0.66512 0.94641 -0.105
N -0.86846 -0.04670 -0.31568 -0.128
C -2.16362 0.61173 -0.37992 -0.094
H 1.33582 -0.89899 -1.59786 0.085
H 3.04850 -0.60975 -1.10764 0.084
H 1.97144 -1.62924 -0.12764 0.083
H -0.05920 1.48436 1.01943 0.146
H -1.25030 -0.53589 1.78020 0.113
H -0.12171 -1.65570 0.85957 0.103
H -2.92289 -0.16476 -0.54053 0.087
H -2.18723 1.30344 -1.22772 0.083
H -2.41499 1.15725 0.54699 0.084
```

## Properties
Highest occupied orbital energy ... -0.344 hartree
Multiplicity ... 1
Structure (SMILES) ... CC(=O)[C@@H]1CN1C

=====

#y
DFT (ωB97M-V/def2-TZVPD) results for a cluster of 2 separate species, C5H9NO in total.

The geometry in XYZ format:
```
16
Properties=species:S:1:pos:R:3:lowdin_charge:R:1
C 1.15314 -0.97575 2.18224 0.002
C 0.87748 -1.07392 0.88214 -0.204
C 1.84829 -0.65188 -0.13462 -0.198
C 1.56325 -0.24396 -1.36786 0.007
H 2.10870 -0.57463 2.49885 0.054
H 0.47564 -1.30559 2.95638 0.050
H -0.07099 -1.48476 0.55386 0.090
H 2.85393 -0.53087 0.25980 0.097
H 2.36066 0.15649 -1.97868 0.052
H 0.59246 -0.35965 -1.82103 0.043
N -2.90537 1.59788 -0.93182 0.058
C -1.88614 0.65319 -0.67596 -0.398
O -1.92227 -0.49869 -0.98005 0.061
H -3.53070 1.70406 -0.13842 0.087
H -2.50113 2.50445 -1.16439 0.080
H -1.01695 1.08362 -0.14045 0.120
```

## Properties
Highest occupied orbital energy ... -0.328 hartree
Multiplicity ... 1
Structure (SMILES) ... C=CC=C.NC=O

=====

#z
DFT (ωB97M-V/def2-TZVPD) results for an isolated molecule of C5H9NO.

The geometry in XYZ format:
```
16
Properties=species:S:1:pos:R:3:lowdin_charge:R:1
C 1.07600 -0.14372 -1.76892 -0.064
C 0.06713 0.33470 -0.71844 -0.365
C 0.09970 1.80421 -0.61960 -0.206
N 0.16553 2.95511 -0.51357 0.152
C 0.32072 -0.27645 0.67370 -0.162
C -0.90721 -0.20906 1.57777 -0.264
O -1.97558 -0.99352 1.06776 -0.066
H 0.96772 -1.22195 -1.91954 0.083
H 2.10221 0.05578 -1.44573 0.088
H 0.91368 0.35691 -2.72704 0.084
H -0.94355 0.04667 -1.03300 0.142
H 0.60719 -1.32945 0.54866 0.120
H 1.16159 0.24077 1.15427 0.127
H -1.26505 0.82616 1.64226 0.121
H -0.63867 -0.52945 2.59367 0.120
H -1.94839 -1.85164 1.50979 0.090
```

## Properties
Highest occupied orbital energy ... -0.396 hartree
Multiplicity ... 1
Structure (SMILES) ... C[C@H](C#N)CCO

=====

#z has the most favorable energy; the next structure is 72.9 kJ/mol above.

=====

#w
DFT (ωB97M-V/def2-TZVPD) results for an isolated molecule of C11H14N2O3.

The geometry in XYZ format:
```
30
Properties=species:S:1:pos:R:3:lowdin_charge:R:1
N -0.64001 2.54028 -0.72168 0.040
C -0.04209 1.81876 0.37040 -0.300
C -1.17477 1.31141 1.33851 -0.135
C -2.11377 0.22807 0.95670 -0.252
C -1.64704 -1.09728 0.90018 -0.063
C -2.45484 -2.05398 0.30540 -0.039
C -3.32674 -1.68960 -0.77343 -0.114
C -3.81312 -0.49526 -0.86846 -0.098
C -3.17549 0.45955 0.00173 -0.010
C 0.70223 0.56679 -0.23901 -0.468
O 0.60250 0.13229 -1.35640 0.081
N 1.66032 0.25877 0.75761 0.007
C 2.34289 -1.02790 0.61064 -0.086
C 3.62046 -0.64872 -0.05401 -0.688
O 4.70281 -0.79297 0.30463 0.167
O 3.42578 -0.15114 -1.20419 0.128
H -1.34176 2.02552 -1.28296 0.088
H -0.03166 2.94692 -1.42154 0.084
H 0.82056 2.40708 0.82360 0.141
H -1.09950 0.86412 2.44131 0.158
H -1.82786 2.24920 1.54291 0.135
H -0.90180 -1.44915 1.53745 0.090
H -2.21311 -3.08908 0.21710 0.092
H -4.01660 -2.37148 -1.16184 0.094
H -4.64433 -0.30814 -1.42559 0.080
H -3.49470 1.59158 -0.13453 0.138
H 1.88038 1.25836 1.50026 0.280
H 2.39504 -1.55753 1.54322 0.115
H 1.53451 -1.56524 -0.18256 0.198
H 2.44352 -0.33211 -1.49245 0.136
```

## Properties
Highest occupied orbital energy ... -0.335 hartree
Multiplicity ... 1
Structure (SMILES) ... N[C@@H](Cc1ccccc1)C(=O)NCC(=O)O

=====

#x
DFT (ωB97M-V/def2-TZVPD) results for an isolated molecule of C11H14N2O3.

The geometry in XYZ format:
```
30
Properties=species:S:1:pos:R:3:lowdin_charge:R:1
N 5.16617 -0.47136 0.76483 -0.001
C 4.19156 -0.70876 -0.28994 -0.187
C 2.73372 -0.28486 0.10147 -0.463
O 2.54258 0.36884 1.11628 0.062
N 1.77131 -0.50038 -0.80998 0.096
C 0.44847 0.08537 -0.66673 -0.189
C -0.38902 -0.45033 0.53942 -0.086
C -1.88325 -0.29493 0.31773 -0.243
C -2.53298 -1.07846 -0.62128 -0.055
C -3.92730 -1.02105 -0.81487 -0.064
C -4.70652 -0.13735 -0.01989 -0.064
C -4.04091 0.64661 0.96051 -0.069
C -2.65352 0.54848 1.13056 -0.049
C 0.58946 1.64963 -0.68739 -0.464
O 1.51067 2.20728 -1.23673 0.113
O -0.40549 2.25083 -0.03392 0.124
H 4.90082 -0.99982 1.57388 0.057
H 5.13422 0.49535 1.11110 0.082
H 4.54541 -0.16887 -1.13407 0.101
H 4.12203 -1.76530 -0.62136 0.120
H 2.04726 -0.97065 -1.65805 0.149
H -0.08063 -0.10468 -1.58216 0.144
H -0.15094 -1.51885 0.61391 0.125
H 0.03699 0.05905 1.45423 0.135
H -1.94422 -1.77628 -1.22508 0.116
H -4.31825 -1.63452 -1.56288 0.076
H -5.73690 -0.10357 -0.20538 0.075
H -4.58925 1.33540 1.59272 0.096
H -2.18249 1.13229 1.91867 0.112
H -0.19901 3.21091 -0.02561 0.152
```

## Properties
Highest occupied orbital energy ... -0.337 hartree
Multiplicity ... 1
Structure (SMILES) ... NCC(=O)N[C@@H](Cc1ccccc1)C(=O)O

=====

#x has the most favorable energy; the next structure is 489.6 kJ/mol above.